This record from the Open Molecules 2025 dataset describes C6H28F6N4O12PS3 as an isolated structure in a non-equilibrium geometry. The level of theory is ωB97M-V/def2-TZVPD.

ORCA input file:
```
! RIJCOSX wB97M-V def2-TZVPD def2/J DEFGRID3
* xyz 3 1
H 2.5624 -2.7134 -3.1982
O 0.6210 -2.7547 -3.7272
C -0.3978 -2.3863 1.8625
O -0.3943 -3.2366 2.9441
H 0.4313 -3.4625 -0.9182
H -1.1621 -2.8981 1.2776
C -2.1314 0.7612 -1.9330
C 1.1948 -2.8880 -1.4428
F -0.8450 0.3067 0.8748
H 0.7066 2.3411 -1.9402
H 1.0064 1.0241 -0.9942
H 2.9344 1.3823 -0.0248
S -0.3246 -1.5833 -2.9146
O -4.8649 2.8157 -0.7132
N 1.3128 1.5449 -1.8036
S -4.3362 1.6423 -1.3789
H -0.8442 -0.1826 1.8974
F 2.1874 0.0287 -0.2313
H 1.2370 3.2875 0.8407
O -1.5080 -2.3407 -2.4626
H 0.0509 1.1594 2.9366
F 0.4339 -1.4869 0.1130
F 0.7555 1.6890 0.2595
H 1.3479 4.4919 -0.2738
F -0.0122 0.3330 -1.2744
H -2.4624 -0.8749 -0.4144
O -0.4474 -0.3482 -3.7150
H 1.4392 0.8766 -2.5503
H 1.9396 -4.2310 -3.0743
H -0.8383 2.5801 2.2813
C -0.9542 -1.0980 2.4789
H 2.2002 1.9445 -1.5336
O 0.6983 -2.8824 5.3362
N -0.0873 1.9048 2.2692
O -2.8507 1.9508 -1.9987
H 2.1015 2.9415 -0.5173
C -2.5113 0.2096 -0.5120
N 2.8348 1.0912 0.9372
H -1.8370 0.6012 0.2496
O -0.2097 -1.0271 3.6922
O -5.2550 0.8385 -2.1319
O 0.7079 -1.5825 -1.6824
N 1.3407 3.4905 -0.1432
H 0.7387 2.3926 1.9530
H -0.3550 1.3902 1.4424
H 2.4390 1.8214 1.5119
S -0.3914 -2.5140 4.4372
H -1.9804 -1.3317 2.7622
H 2.3826 0.1881 0.9271
C 1.6467 -3.2021 -2.8654
H 0.5909 -2.2894 1.4140
P 0.6019 0.0931 0.2291
H -2.4248 0.1325 -2.7738
H -1.0553 0.7988 -2.1024
H 2.1114 -2.7088 -0.8808
F 1.0441 -0.0841 1.7358
O -1.7217 -2.7063 4.8788
O -3.7047 0.6922 -0.1983
H 3.7841 1.0534 1.2798
H 0.5232 3.0142 -0.4970
*
```

## Properties
Gap between HOMO and LUMO   5.343 eV
HOMO energy   -18.0 eV
F_max   17.1 eV/Å

=====

This record from the Open Molecules 2025 dataset describes a 8-piece molecular cluster, C6H28FN13O6 overall in a non-equilibrium geometry. The level of theory is ωB97M-V/def2-TZVPD.

ORCA input file:
```
! RIJCOSX wB97M-V def2-TZVPD def2/J DEFGRID3
* xyz 1 2
N 1.7093 2.1097 -0.5164
C 2.6046 3.0424 -0.2160
H -2.3291 0.7268 0.5993
F -0.5402 -0.3404 -0.1679
H -1.2302 -3.4315 -0.0918
N -0.2412 0.8175 2.5057
H 1.1933 1.4926 0.0944
O -0.2013 -0.4539 -4.6791
H 0.9694 -2.2538 2.0747
H 1.2186 2.3039 -1.3776
H -4.6983 3.2934 -1.1515
H 3.7799 -0.9044 -2.7140
H 0.4196 -2.3661 -3.1488
H -2.2812 -1.1233 -1.1239
N 3.0364 -0.8567 -2.0321
C 0.0161 -3.8892 1.4249
H 1.2895 1.5075 5.0285
H -0.6581 1.5054 -3.0508
N 0.8535 -3.2498 2.1965
O 1.9917 0.5731 2.6146
H 0.5031 -1.2836 -1.7450
H 2.3819 2.2899 1.7128
N 2.2970 -0.9949 0.0314
C -3.4818 1.7552 -0.5021
H 1.5524 -3.7048 2.7661
C 3.3860 -0.9114 -0.7475
H 2.4759 -1.1407 1.0147
H 2.0842 -0.8345 -2.3682
H -0.4896 0.4268 -1.7455
H -4.8032 2.6734 0.5000
H -0.3285 -2.0992 0.4234
N -0.4916 -3.0923 0.5078
C 0.8800 0.8540 3.1686
H -1.0925 1.1366 2.9455
H 1.3875 -0.6062 -0.1731
H -0.3549 1.3660 4.6049
C -0.1104 -0.4717 -3.4544
H -3.6675 -1.8464 -0.8343
O -0.0867 -5.0854 1.5106
O -3.0982 1.3330 -1.6117
H -2.7300 -2.2539 -2.2281
N -3.1123 1.3632 0.6416
N 0.2328 -1.4820 -2.6977
N -3.0697 -1.5472 -1.5915
N -4.3588 2.7020 -0.4065
H -3.4313 -0.7454 -2.0880
N 0.6080 1.1995 4.3497
N -0.3203 0.6115 -2.7239
H -3.1216 1.8411 1.5313
H -0.1601 0.3553 1.6113
O 4.5347 -0.9840 -0.3803
N 2.8917 2.9486 1.1415
O 2.8893 3.9381 -0.9614
H 3.3016 3.7863 1.5292
*
```

## Properties
Gap between HOMO and LUMO (spin up / spin down)   9.137 / 3.784 eV
HOMO energy (spin up / spin down)   -12.2 / -12.1 eV
F_max   7.7 eV/Å
⟨S²⟩   0.766

=====

This record from the Open Molecules 2025 dataset describes a 7-piece molecular cluster, C6H28N2O6 overall in a non-equilibrium geometry. The level of theory is ωB97M-V/def2-TZVPD.

ORCA input file:
```
! RIJCOSX wB97M-V def2-TZVPD def2/J DEFGRID3
* xyz 0 1
O -2.4845 2.3954 -0.7953
H 1.9783 0.4469 1.4374
O -2.7288 1.1212 1.7027
H 3.1285 1.9210 -2.1243
H 1.6923 -2.1718 -0.6493
H -1.0645 1.7820 1.6295
N 1.2931 2.5808 -1.3978
H -3.3406 1.5045 2.3668
H 1.2071 -4.0556 1.0296
O -1.2207 1.3793 -3.0536
H 0.7397 2.5847 -0.5364
H -4.0088 -1.6621 0.6394
H 1.2003 -1.6863 1.7861
C 2.4631 1.7062 -1.2831
H -0.0876 -1.3349 -2.2862
H 1.5483 3.5440 -1.5581
H -0.0427 -3.8151 2.2203
H -2.7111 1.9346 0.0384
H -2.9619 0.1565 1.6885
C 0.2693 -3.5325 1.2113
C -0.3251 -1.7420 -1.3028
O 2.2791 0.6789 2.3374
H 2.9870 -0.3550 -1.4448
C 0.8306 -1.5755 -0.3392
H 3.0511 0.1183 2.5193
H -0.4494 1.9269 -2.8503
H -1.7087 2.9209 -0.5829
C 2.0670 0.2342 -1.4094
H -0.4412 -1.4671 1.4218
H 1.5367 0.1197 -2.3574
H -2.5920 -2.0167 1.1172
C 0.4346 -2.0286 1.0843
H -1.8388 1.6117 -2.3331
H 0.4211 1.8727 2.0258
O -3.3800 -1.5328 1.3578
O -0.2216 2.1939 1.3617
H -1.2158 -1.1910 -0.9849
N 1.2854 -0.1751 -0.2444
H 3.0202 1.8909 -0.3627
H -0.6216 -2.7859 -1.4303
H -0.4683 -3.9367 0.5115
H 0.4810 0.4396 -0.1604
*
```

## Properties
Structure (SMILES)   CC[C@@H](C)NCCN.O.O.O.O.O.O
Gap between HOMO and LUMO   9.329 eV
HOMO energy   -9.2 eV
F_max   1.4 eV/Å

=====

This record from the Open Molecules 2025 dataset describes a 8-piece molecular cluster, C6H28O8 overall in a non-equilibrium geometry. The level of theory is ωB97M-V/def2-TZVPD.

ORCA input file:
```
! RIJCOSX wB97M-V def2-TZVPD def2/J DEFGRID3
* xyz 0 1
H 27.2702 -28.0023 -2.0850
O 28.9369 -27.9693 -0.9926
O 31.9066 -26.7692 0.5275
H 29.8409 -29.2791 2.0817
H 27.5964 -24.9504 -0.3827
H 31.9880 -32.4707 -1.6880
H 29.7344 -30.4351 -0.0994
H 30.0037 -26.3985 1.5441
C 31.8791 -31.8659 -2.5984
H 33.3328 -27.7134 -3.1037
H 31.6907 -27.6110 -3.8367
O 26.7914 -27.9498 -2.9221
H 30.8463 -30.5769 3.4963
H 28.9712 -24.3118 -0.5812
H 28.9937 -27.0315 -0.7576
H 26.5532 -29.5395 -4.1922
C 30.1092 -30.9734 0.7820
H 33.7373 -31.2831 -2.7079
H 29.8438 -28.2374 -1.1944
H 28.0577 -29.5626 -3.2334
H 30.4811 -30.6885 -3.6762
C 27.3535 -28.9304 -3.7753
H 29.7505 -31.9994 0.6853
H 28.4817 -30.4342 2.0808
O 29.3882 -26.8056 2.1646
H 31.9525 -27.2127 -0.3327
O 30.0316 -31.0054 3.2211
H 32.1848 -26.4547 -2.6180
O 31.7595 -28.2960 -1.8592
H 31.9760 -29.2241 -2.0287
O 28.5048 -25.1513 -0.6296
H 28.6188 -27.0291 1.6294
H 31.1983 -30.9475 0.7530
C 30.5023 -31.2625 -2.7380
H 31.7038 -25.8503 0.3232
H 30.2236 -30.5831 -1.9378
H 32.0300 -32.5750 -3.4241
H 27.8958 -28.4500 -4.5972
C 32.2816 -27.4964 -2.9251
C 29.5651 -30.3333 2.0570
O 32.8912 -30.8337 -2.6359
H 29.7720 -32.0566 -2.8791
*
```

## Properties
Structure (SMILES)   CCO.CCO.CO.CO.O.O.O.O
Gap between HOMO and LUMO   9.783 eV
HOMO energy   -9.7 eV
F_max   1.0 eV/Å

=====

This record from the Open Molecules 2025 dataset describes a 10-piece molecular cluster, C6H29N10O12 overall in a non-equilibrium geometry. The level of theory is ωB97M-V/def2-TZVPD.

ORCA input file:
```
! RIJCOSX wB97M-V def2-TZVPD def2/J DEFGRID3
* xyz 0 2
O -18.6018 4.5976 -8.4443
H -18.4713 4.7735 -10.8455
O -16.5500 8.4445 -11.1731
H -24.9022 7.4777 -12.9377
H -22.4014 5.7191 -7.3939
O -20.1518 8.3420 -8.3249
N -22.7256 10.2774 -8.5996
H -20.7342 5.8034 -13.0781
O -23.5511 3.3994 -8.5867
H -20.0295 5.9204 -11.4803
O -19.0129 4.2402 -13.8332
C -22.3864 3.5901 -8.6030
H -20.5745 3.7925 -7.5955
N -22.8059 6.6748 -11.6679
O -19.0767 7.8009 -10.2528
C -19.1324 4.6610 -12.7198
O -22.3218 10.8088 -6.5362
N -17.3862 12.6544 -10.4804
H -22.2065 4.0559 -10.5981
N -23.1548 12.3055 -7.9431
H -23.4880 12.4732 -8.8817
H -17.7768 4.9320 -8.7961
H -19.2579 5.2367 -8.7225
H -17.3150 8.0169 -10.7882
H -17.5057 12.8065 -9.4891
H -25.9510 6.9870 -11.6537
O -20.5922 6.5864 -9.4265
O -24.2372 6.3442 -10.0243
H -15.6423 5.3879 -9.9995
H -22.3507 9.3403 -8.5630
H -22.9006 12.9650 -7.2216
H -22.1079 6.5956 -10.9422
O -22.7441 6.5952 -7.2172
H -23.1726 6.8543 -8.0329
C -24.0630 6.6658 -11.1811
H -16.8069 9.3624 -11.2609
O -16.4970 5.8127 -9.9268
N -20.0641 5.4869 -12.3919
N -18.3224 4.3624 -11.7559
C -22.7677 11.1043 -7.6372
O -17.6484 11.2018 -12.1691
H -22.6619 6.9791 -12.6202
N -21.5581 3.5687 -7.5447
H -16.4377 6.5719 -10.5067
N -18.0732 10.7191 -10.0899
N -25.0163 7.0464 -12.0316
H -20.7728 7.6774 -8.0180
H -22.1746 3.3047 -6.7895
H -17.5698 3.7384 -12.0094
H -18.4580 9.8133 -10.3168
H -23.2587 10.5541 -9.4116
H -17.0268 13.3945 -11.0663
H -17.9718 10.9387 -9.1093
C -19.9642 7.6052 -9.4118
H -20.9636 4.3887 -9.4550
C -17.6666 11.5093 -11.0413
N -21.7565 3.8239 -9.7241
*
```

## Properties
Gap between HOMO and LUMO (spin up / spin down)   9.496 / 3.682 eV
HOMO energy (spin up / spin down)   -9.7 / -9.7 eV
F_max   6.6 eV/Å
⟨S²⟩   0.757